one:
The following is a DFT calculation (the ωB97M-V functional and the def2-TZVPD basis) of a cluster of 8 separate species, C32H80O16 in total.

Element x y z (Å)
O 18.950 -30.515 2.820
O 7.515 -15.888 2.170
O 11.294 -23.100 14.686
O 3.495 -26.142 6.951
O 13.403 -8.131 9.001
O 5.800 -24.238 7.716
O 15.969 -11.224 2.684
O 19.869 -27.368 3.055
O 16.877 -14.708 3.172
O 13.111 -23.744 16.991
O 13.867 -10.345 11.215
O 13.056 -19.968 8.269
O 25.277 -21.452 5.032
O 23.474 -22.192 7.532
O 5.819 -15.921 5.321
O 11.074 -16.931 8.484
C 15.738 -12.520 3.210
C 11.752 -24.435 15.023
C 6.035 -15.798 3.931
C 3.542 -24.721 6.516
C 12.358 -8.767 9.787
C 16.673 -13.507 2.492
C 2.650 -26.944 6.175
C 7.332 -16.477 3.481
C 13.149 -24.311 15.721
C 9.974 -16.514 9.365
C 11.756 -18.038 8.965
C 13.667 -20.743 7.298
C 24.704 -22.818 7.119
C 20.247 -29.823 2.826
C 16.251 -10.087 3.430
C 8.591 -16.513 1.487
C 14.113 -11.712 11.601
C 24.310 -20.432 5.065
C 18.520 -27.432 3.458
C 12.331 -18.843 7.723
C 14.493 -24.044 17.439
C 19.163 -31.927 2.842
C 17.530 -14.763 4.427
C 10.216 -23.216 13.647
C 4.380 -23.926 7.593
C 24.935 -22.723 5.649
C 12.885 -7.048 8.306
C 20.389 -28.419 2.229
C 12.735 -10.137 10.338
C 4.659 -15.217 5.781
C 22.374 -23.053 7.557
C 6.615 -23.545 6.763
H 8.416 -17.579 1.347
H 25.789 -23.385 5.509
H 15.314 -23.868 16.744
H 16.900 -14.381 5.230
H 22.366 -23.885 6.853
H 12.349 -7.348 7.406
H 10.475 -23.955 12.888
H 11.883 -25.111 14.178
H 1.622 -26.647 6.384
H 13.255 -12.364 11.436
H 23.943 -20.305 6.083
H 14.588 -23.289 18.220
H 2.926 -27.968 6.425
H 14.407 -21.504 7.545
H 18.275 -26.996 4.426
H 18.366 -14.066 4.484
H 11.527 -19.136 7.048
H 3.729 -15.447 5.260
H 15.876 -12.720 4.273
H 18.165 -28.460 3.375
H 12.586 -17.734 9.603
H 10.211 -22.225 13.193
H 12.984 -21.236 6.606
H 5.947 -14.783 3.542
H 13.835 -23.863 15.002
H 14.289 -20.049 6.732
H 3.975 -24.291 8.536
H 21.059 -30.400 2.383
H 14.291 -11.844 12.669
H 17.827 -15.754 4.772
H 9.285 -23.592 14.072
H 17.317 -10.058 3.655
H 19.613 -32.011 1.853
H 11.132 -24.949 15.757
H 9.684 -15.521 9.020
H 5.204 -16.214 3.361
H 6.417 -24.046 5.815
H 21.496 -22.423 7.416
H 16.042 -9.136 2.939
H 7.668 -23.720 6.986
H 21.449 -28.191 2.120
H 13.769 -6.560 7.896
H 12.952 -18.128 7.184
H 22.423 -23.414 8.585
H 20.076 -28.331 1.189
H 3.896 -24.627 5.489
H 14.963 -12.043 11.004
H 11.505 -8.959 9.136
H 11.175 -18.670 9.636
H 19.628 -32.362 3.727
H 4.305 -22.840 7.647
H 12.713 -10.797 9.471
H 7.313 -17.567 3.457
H 2.798 -26.734 5.116
H 11.998 -8.032 10.507
H 2.548 -24.273 6.498
H 8.532 -16.141 0.464
H 4.556 -15.711 6.748
H 10.348 -16.366 10.378
H 4.717 -14.141 5.944
H 17.609 -13.001 2.255
H 24.152 -23.179 5.044
H 23.472 -20.668 4.409
H 12.402 -6.298 8.933
H 20.475 -29.873 3.891
H 24.780 -23.870 7.391
H 14.556 -25.062 17.823
H 15.782 -9.972 4.407
H 14.674 -12.656 3.016
H 9.511 -16.249 2.010
H 13.493 -25.342 15.802
H 17.942 -26.794 2.790
H 8.206 -16.188 4.064
H 6.389 -22.489 6.618
H 25.532 -22.197 7.463
H 11.893 -10.400 10.978
H 18.220 -32.472 2.890
H 16.184 -13.778 1.556
H 9.201 -17.272 9.492
H 24.776 -19.477 4.822

Values from the calculation:
Kohn-Sham gap in eV: 9.7
LUMO level in eV: 0.4
SMILES string: COCCOC.COCCOC.COCCOC.COCCOC.COCCOC.COCCOC.COCCOC.COCCOC
E_HOMO in eV: -9.27
M in g mol⁻¹: 720.976

two:
The following is a DFT calculation (the ωB97M-V functional and the def2-TZVPD basis) of a cluster of 8 separate species, C32H80O16 in total.

Element x y z (Å)
O 8.649 -1.943 1.599
O 6.101 -0.800 0.657
O -5.929 -4.102 3.086
O -4.888 6.370 0.302
O 0.666 -1.956 1.400
O 3.709 -3.701 -1.622
O -0.913 1.330 3.891
O 2.287 2.165 -0.135
O 3.780 1.428 -2.489
O -1.271 4.358 3.245
O -3.699 -2.215 4.271
O -3.131 0.025 -3.766
O -1.820 -0.387 0.368
O 4.928 -3.788 -4.190
O -4.331 -2.160 -2.654
O -2.668 4.483 -0.756
C 5.019 0.100 0.481
C -5.297 -2.926 -1.984
C -0.434 -0.100 0.012
C -1.848 0.468 -4.148
C 2.351 2.695 1.184
C -0.596 5.387 2.633
C -3.339 -3.568 4.570
C -4.867 7.686 0.808
C -0.560 -2.532 1.832
C -2.571 -0.821 -0.733
C 6.217 -1.493 1.870
C 0.555 -0.492 1.176
C 9.228 -1.199 2.623
C -2.433 3.120 -1.135
C -1.361 0.239 4.669
C -5.477 -4.678 1.878
C -4.240 6.404 -0.952
C 2.723 -2.922 -1.014
C -4.564 -2.020 3.135
C -1.433 3.215 2.402
C 4.926 -3.126 -1.930
C 5.540 -4.375 -5.321
C 7.350 -2.553 1.814
C -1.943 2.003 3.186
C -5.928 -2.679 3.224
C -4.617 -1.828 -3.995
C 2.500 3.132 -1.135
C 5.661 -3.915 -3.017
C 2.771 2.475 -2.472
C 4.173 0.784 -3.715
C -3.617 -0.932 -4.669
C -3.939 4.954 -1.323
H -4.985 -3.398 -1.052
H -4.005 -2.291 2.240
H 2.393 -2.234 -1.791
H 10.275 -1.014 2.382
H -1.090 -2.738 0.902
H -2.076 -1.622 -1.283
H -6.398 -2.426 4.175
H 5.818 -4.977 -2.824
H -4.731 4.361 -0.865
H 3.385 0.108 -4.047
H 1.519 3.608 -1.116
H 3.102 -2.469 -0.098
H -5.572 -3.725 -2.674
H 2.031 1.998 1.958
H -3.927 4.939 -2.413
H -2.679 -4.097 3.882
H 4.075 -0.430 0.357
H -4.637 -2.675 -4.680
H 3.004 3.287 -3.160
H -0.326 0.984 -0.023
H -0.144 -0.580 -0.922
H -5.584 -1.324 -4.013
H 6.657 -3.499 -3.167
H 0.339 0.038 2.103
H -0.510 6.174 3.382
H -3.610 -1.049 -0.499
H 6.450 -0.746 2.629
H -0.564 2.925 1.810
H 5.561 -2.981 -1.056
H -6.185 -2.339 -1.753
H -4.726 -0.943 3.099
H 1.567 -0.157 0.945
H -5.751 -5.732 1.894
H 9.229 -1.849 3.498
H 5.145 0.294 -3.664
H -1.752 0.472 5.659
H -5.483 8.419 0.288
H -1.066 5.793 1.737
H 6.590 -4.085 -5.296
H 5.251 -1.901 2.167
H -3.898 8.166 0.951
H -3.281 6.921 -0.962
H 1.717 3.562 1.368
H -2.927 -3.483 5.575
H -0.459 -0.354 4.825
H -1.104 -0.286 -3.890
H -2.416 1.259 2.546
H 3.377 2.907 1.483
H 4.950 0.857 1.262
H -2.842 2.377 -0.450
H -1.876 0.731 -5.205
H -4.233 -4.181 4.688
H -2.657 2.449 3.877
H 7.321 -3.210 2.683
H 0.403 5.088 2.318
H -1.932 -0.489 4.093
H 1.872 -3.525 -0.697
H -1.360 2.964 -1.243
H 7.122 -3.075 0.885
H -4.395 -4.566 1.804
H 5.127 -4.121 -6.297
H 8.722 -0.240 2.738
H -0.395 -3.377 2.501
H 3.316 3.802 -0.862
H -2.905 2.800 -2.064
H 1.828 2.055 -2.820
H 5.213 0.565 -0.486
H -2.827 -1.608 -4.996
H -2.690 -0.033 -1.477
H -5.960 -4.313 0.972
H -2.046 3.507 1.549
H -1.525 1.387 -3.658
H -6.473 -2.366 2.334
H -5.002 6.752 -1.649
H -1.072 -1.769 2.418
H 5.498 -5.464 -5.312
H 4.728 -2.169 -2.412
H -3.964 -0.440 -5.578
H 4.292 1.519 -4.511
H -5.255 7.669 1.827

Values from the calculation:
Kohn-Sham gap in eV: 9.6
LUMO level in eV: 0.6
SMILES string: COCCOC.COCCOC.COCCOC.COCCOC.COCCOC.COCCOC.COCCOC.COCCOC
E_HOMO in eV: -9.03
M in g mol⁻¹: 720.976

Most stable structure - two; separation to the second - 2.881 eV.

one:
The following is a DFT calculation (the ωB97M-V functional and the def2-TZVPD basis) of the molecule C4H7NS3.

Element x y z (Å)
S 0.645 -0.448 -3.600
S -0.452 -0.674 1.320
S 3.123 -1.075 -1.515
N 1.642 -0.197 -1.034
C 0.596 -0.258 -1.879
C -0.581 0.448 -1.232
C -0.999 0.372 0.082
C -1.492 -0.229 2.655
H 3.846 0.006 -2.201
H -1.011 0.698 3.472
H -1.109 1.111 -1.880
H -2.519 0.119 1.994
H -1.700 1.168 0.441
H 1.580 0.264 -0.048
H -1.570 -1.304 3.424

Values from the calculation:
Kohn-Sham gap in eV: 7.9
LUMO level in eV: -0.2
SMILES string: CS/C=C\C(=S)NS
E_HOMO in eV: -8.14
M in g mol⁻¹: 165.308

two:
The following is a DFT calculation (the ωB97M-V functional and the def2-TZVPD basis) of a structure of composition C4H7NS3.

Element x y z (Å)
S -0.759 -0.432 1.635
S 1.509 1.628 0.004
S 1.755 -1.435 -0.448
N -2.534 0.098 -0.779
C -0.421 -0.063 -0.148
C 0.896 0.057 -0.334
C -1.443 -0.881 -0.932
C -1.512 1.073 -0.535
H -1.729 -1.938 -0.763
H -1.065 -0.920 -2.082
H -1.534 1.980 0.115
H -1.279 1.587 -1.528
H -3.097 0.076 0.023
H 0.417 2.221 0.359
H 0.817 -0.987 1.987

Values from the calculation:
Kohn-Sham gap in eV: 7.8
LUMO level in eV: -1.2
E_HOMO in eV: -8.95
M in g mol⁻¹: 165.308

Most stable structure - one; separation to the second - 0.459 eV.

one:
The following is a DFT calculation (the ωB97M-V functional and the def2-TZVPD basis) of the molecule C4H7NS3.

Element x y z (Å)
S 0.573 0.174 -0.061
S -1.290 -2.010 -1.345
S 1.843 -0.742 -1.837
N 0.750 -1.760 0.435
C -0.223 1.517 -0.467
C 1.779 -1.191 -0.284
C -0.530 -2.125 0.079
C -1.167 2.280 0.404
H -2.150 2.339 -0.080
H -1.041 -2.548 0.947
H -1.272 1.819 1.386
H -0.813 3.311 0.519
H 0.978 -1.945 1.403
H 2.644 -1.056 0.368
H -0.081 1.938 -1.466

Values from the calculation:
Kohn-Sham gap in eV: 5.7
LUMO level in eV: -0.9
E_HOMO in eV: -6.61
M in g mol⁻¹: 165.308

two:
The following is a DFT calculation (the ωB97M-V functional and the def2-TZVPD basis) of the molecule C4H7NS3.

Element x y z (Å)
S -0.502 1.589 -0.195
S -0.688 -1.761 0.219
S 1.374 -0.298 -1.905
N -0.712 -0.696 1.416
C -1.160 1.490 2.524
C 0.859 -1.589 -0.721
C -0.869 0.607 1.302
C 1.111 1.014 -0.736
H -0.108 1.757 3.064
H 1.872 0.833 0.000
H 1.006 -2.552 -1.352
H -1.815 2.380 2.297
H -1.647 0.788 3.188
H 1.649 -1.842 0.121
H 1.440 1.894 -1.360

Values from the calculation:
Kohn-Sham gap in eV: 8.4
LUMO level in eV: 0.1
SMILES string: CC1=NSCSCS1
E_HOMO in eV: -8.31
M in g mol⁻¹: 165.308

Most stable structure - two; separation to the second - 5.770 eV.

one:
The following is a DFT calculation (the ωB97M-V functional and the def2-TZVPD basis) of the molecule C19H28N2O3S2.

Element x y z (Å)
S -0.424 0.990 -0.345
S 3.993 -0.919 -0.687
O -4.213 3.089 -2.561
O -3.930 5.832 -2.244
O 0.326 -0.157 -3.596
N 1.885 1.219 -2.741
N -1.977 2.849 -2.671
C -4.528 5.841 1.450
C -0.613 3.036 -2.178
C 2.972 0.467 -3.362
C -4.857 5.838 -1.161
C -3.977 5.808 0.064
C 5.001 -0.304 -2.055
C -3.788 7.037 0.901
C 4.251 0.903 -2.614
C -0.433 -0.804 -0.531
C 3.722 1.710 -1.400
C -2.795 4.944 -0.340
C 0.611 0.792 -2.883
C -3.104 3.561 -2.417
C 3.544 0.771 -0.187
C 5.149 1.753 -3.508
C -0.478 1.491 -2.086
C -1.887 1.387 -2.723
C 2.400 2.286 -1.898
C -2.865 4.975 -1.892
H 4.179 1.089 0.638
H -1.851 5.342 0.033
H -0.535 -1.216 0.472
H 4.420 2.508 -1.142
H -1.882 0.981 -3.733
H -0.531 3.561 -1.223
H -1.280 -1.122 -1.137
H 1.717 2.519 -1.084
H 2.767 -0.597 -3.256
H -2.643 0.889 -2.118
H 0.494 -1.161 -0.976
H 6.037 2.085 -2.968
H -5.500 4.954 -1.216
H -4.365 7.917 0.647
H 2.569 3.196 -2.485
H -2.906 3.923 0.033
H 5.991 -0.012 -1.700
H 3.037 0.692 -4.430
H 5.474 1.185 -4.382
H 5.121 -1.095 -2.796
H -2.799 7.238 1.290
H -1.957 5.386 -2.339
H 2.512 0.756 0.163
H 0.053 3.502 -2.907
H -5.462 6.740 -1.242
H 4.619 2.637 -3.868
H -4.037 5.244 2.206
H -5.601 5.918 1.564

Values from the calculation:
Kohn-Sham gap in eV: 9.2
LUMO level in eV: 0.4
SMILES string: CSC1(C(=O)N2C[C@H]3CSC[C@@]3(C)C2)CN(C(=O)[C@@H]2CC3(CC3)CO2)C1
E_HOMO in eV: -8.78
M in g mol⁻¹: 396.578

two:
The following is a DFT calculation (the ωB97M-V functional and the def2-TZVPD basis) of the molecule C19H28N2O3S2.

Element x y z (Å)
S -2.058 1.784 0.730
S -2.722 2.512 -2.935
O 0.663 3.064 -1.046
O 1.871 1.288 3.997
O 1.633 -1.331 4.844
N 0.894 0.747 2.067
N 0.123 1.025 -1.872
C 1.871 -1.041 3.480
C 1.733 -2.741 5.007
C 0.196 1.952 -0.876
C 0.851 -4.686 3.448
C -2.142 3.575 0.552
C 1.515 0.420 3.227
C -0.741 1.085 -4.108
C -0.343 0.501 -5.459
C -1.595 0.098 -3.241
C 1.494 -3.351 3.628
C -1.572 2.368 -4.318
C -0.280 1.526 0.506
C -0.779 -0.115 -1.951
C 0.504 1.352 -3.237
C 2.317 -4.505 3.145
C -2.972 0.722 -2.996
C 0.580 2.112 1.659
C 0.124 0.111 1.002
C 1.179 -2.171 2.725
H 0.867 2.375 -3.280
H -1.721 -0.859 -3.751
H -3.651 0.482 -3.816
H 2.952 -1.097 3.267
H 0.171 -4.813 2.616
H 3.031 -4.936 3.836
H 1.311 0.679 -3.545
H -1.413 -0.185 -1.071
H 0.101 -2.007 2.681
H 0.584 -5.242 4.338
H 2.628 -4.512 2.109
H 1.565 -2.309 1.715
H 0.031 2.681 2.407
H -1.582 4.068 1.345
H -3.196 3.835 0.644
H 0.983 -3.037 5.742
H -0.945 3.258 -4.361
H 0.237 -0.416 -5.333
H -1.225 0.268 -6.057
H -1.776 3.883 -0.424
H 0.723 -0.452 0.284
H 2.725 -3.006 5.390
H 0.267 1.210 -6.024
H -0.713 -0.501 1.340
H 1.446 2.678 1.319
H -3.424 0.391 -2.062
H -2.132 2.297 -5.253
H -0.188 -1.034 -2.030

Values from the calculation:
Kohn-Sham gap in eV: 9.0
LUMO level in eV: 0.4
SMILES string: CSC1(C(=O)N2C[C@H]3CSC[C@@]3(C)C2)CN(C(=O)[C@@H]2CC3(CC3)CO2)C1
E_HOMO in eV: -8.58
M in g mol⁻¹: 396.578

Most stable structure - one; separation to the second - 0.329 eV.

one:
The following is a DFT calculation (the ωB97M-V functional and the def2-TZVPD basis) of the molecule C5H7N3.

Element x y z (Å)
N 0.475 1.101 0.428
N -2.042 -0.837 -1.255
N -1.450 -1.829 -0.355
C -0.536 0.091 0.784
C -0.706 -1.387 0.613
C 1.924 0.857 0.616
C -0.127 0.388 -0.643
C -1.391 0.275 -1.387
H -1.802 0.917 -2.163
H 2.091 1.037 1.678
H 2.257 -0.189 0.395
H -0.324 -2.168 1.319
H -1.466 0.586 1.002
H 0.582 -0.360 -1.029
H 2.515 1.519 -0.003

Values from the calculation:
Kohn-Sham gap in eV: 9.8
LUMO level in eV: 0.6
SMILES string: CN1[C@@H]2C=NN=C[C@H]21
E_HOMO in eV: -9.13
M in g mol⁻¹: 109.132

two:
The following is a DFT calculation (the ωB97M-V functional and the def2-TZVPD basis) of the molecule C5H7N3.

Element x y z (Å)
N 1.523 -1.188 0.201
N 1.163 1.084 -0.209
N -1.282 -1.528 0.014
C 0.505 -0.053 -0.033
C 2.484 0.802 -0.122
C -0.915 -0.329 -0.041
C -1.897 0.783 0.228
C 2.692 -0.557 0.054
H 1.200 -2.188 0.060
H 3.662 -1.085 0.219
H -2.900 0.397 0.647
H 3.313 1.574 -0.189
H -2.205 -1.749 0.503
H -1.580 1.615 0.812
H -2.287 1.094 -0.769

Values from the calculation:
Kohn-Sham gap in eV: 9.0
LUMO level in eV: 0.5
SMILES string: [H]/N=C(\C)c1ncc[nH]1
E_HOMO in eV: -8.44
M in g mol⁻¹: 109.132

Most stable structure - two; separation to the second - 4.066 eV.